Record 1
Formula: C22H38Cl12IN3O
Source: the Open Molecules 2025 dataset
Level of theory: the ωB97M-V functional and the def2-TZVPD basis

The calculation puts the HOMO energy at -0.3354 Eh. As for the total energy: -6920.56770 Ha. The calculation puts the HOMO-LUMO gap at 9.0 eV. As for the multiplicity: 1. As for the molar mass: 912.91 g/mol. As for the lowest unoccupied orbital energy: -0.004 Eh.

Structure (XYZ):
```
77
Properties=species:S:1:pos:R:3:forces:R:3:lowdin_charge:R:1
C -0.107 0.691 -1.254 -0.5 -0.3 -0.5 -0.129
C -0.695 -0.633 -0.747 0.8 0.3 0.4 -0.259
N -0.108 -1.817 -1.411 0.0 -0.6 -0.2 -0.097
C -0.444 -1.969 -2.823 0.1 0.4 -0.4 -0.219
C 0.703 -2.443 -3.723 -0.4 0.2 0.2 -0.127
C 2.083 -1.783 -3.532 0.4 -0.5 -0.2 -0.315
C 2.806 -2.075 -4.787 0.1 0.0 0.1 -0.225
N 3.346 -2.388 -5.750 -0.1 0.1 -0.1 0.186
C 2.928 -2.349 -2.332 0.4 0.0 -0.4 -0.633
I 3.151 -0.959 -0.710 -0.1 0.0 0.1 1.032
C 4.311 -2.648 -2.709 0.0 0.1 -0.1 -0.375
N 5.400 -2.835 -3.020 0.0 -0.1 0.1 0.178
C -0.385 -2.993 -0.657 -0.3 0.0 0.4 -0.475
C 0.515 -3.304 0.517 -0.7 0.3 0.3 -0.014
O -1.304 -3.736 -0.917 0.2 -0.2 -0.4 0.088
H -0.857 1.220 -1.848 0.0 0.1 0.1 0.058
H 0.189 1.323 -0.426 0.2 0.1 -0.1 -0.016
H 0.744 0.520 -1.910 0.1 0.0 0.1 0.026
H -1.785 -0.603 -0.821 0.1 -0.2 0.1 0.049
H -0.449 -0.728 0.314 -0.1 0.0 0.0 0.085
H -0.776 -1.003 -3.198 0.1 0.1 0.1 0.086
H -1.284 -2.649 -2.982 0.0 0.0 0.1 0.093
H 0.385 -2.188 -4.736 0.0 -0.2 -0.1 0.122
H 0.794 -3.531 -3.707 0.2 0.0 0.1 0.130
H 2.021 -0.697 -3.454 -0.2 0.0 0.1 0.121
H 2.499 -3.285 -1.979 -0.2 0.2 0.3 0.087
H -0.110 -3.787 1.268 0.1 -0.1 0.0 0.086
H 0.958 -2.417 0.960 0.3 0.0 -0.2 0.029
H 1.268 -4.028 0.207 0.2 0.1 0.0 0.086
Cl 1.795 0.738 2.738 0.0 0.0 -0.1 0.524
C 0.455 1.341 3.761 0.2 0.1 0.0 -0.683
C -0.887 0.903 3.235 0.0 -0.1 0.0 -0.666
Cl -1.275 1.679 1.680 -0.1 0.1 0.1 0.619
H 0.531 2.426 3.795 0.0 0.0 -0.1 0.075
H 0.620 0.951 4.762 0.1 -0.1 -0.2 -0.023
H -1.673 1.182 3.932 0.0 0.1 0.0 0.033
H -0.923 -0.175 3.088 0.0 0.0 0.0 0.071
Cl -3.830 2.488 -2.200 0.0 0.0 0.0 0.553
C -4.135 1.552 -3.686 0.0 0.0 -0.1 -0.656
C -4.643 0.166 -3.384 -0.1 -0.1 0.0 -0.625
Cl -3.392 -0.840 -2.612 -0.3 0.1 -0.4 0.643
H -3.207 1.518 -4.253 0.0 0.0 0.0 0.067
H -4.879 2.098 -4.263 0.0 0.0 0.0 0.073
H -4.933 -0.331 -4.309 0.1 0.0 0.0 0.076
H -5.504 0.191 -2.719 0.0 0.0 0.0 0.061
Cl -8.090 -4.065 0.282 0.0 0.0 0.0 0.532
C -6.708 -4.358 -0.807 0.0 -0.1 -0.1 -0.666
C -5.424 -3.785 -0.269 0.1 -0.1 0.0 -0.653
Cl -5.428 -2.004 -0.264 -0.2 0.0 0.2 0.535
H -6.955 -3.934 -1.777 0.0 0.0 0.0 0.066
H -6.609 -5.438 -0.911 0.0 0.0 0.0 0.072
H -4.590 -4.096 -0.898 0.0 0.0 0.0 0.072
H -5.235 -4.119 0.748 0.0 0.0 0.0 0.069
Cl 3.806 2.939 -0.970 0.1 0.0 0.0 0.520
C 5.431 2.543 -1.592 0.0 0.0 -0.1 -0.654
C 6.291 1.875 -0.551 0.0 -0.1 0.0 -0.666
Cl 6.731 2.990 0.770 0.0 0.0 0.0 0.535
H 5.884 3.464 -1.950 0.0 0.0 0.0 0.068
H 5.293 1.868 -2.436 0.0 0.0 0.0 0.071
H 7.220 1.536 -1.007 0.0 0.0 0.0 0.076
H 5.787 1.018 -0.111 0.0 0.0 0.0 0.031
Cl 2.102 -0.103 7.399 0.0 0.0 0.0 0.555
C 0.817 0.472 8.492 0.0 0.0 0.1 -0.658
C -0.545 0.014 8.041 -0.1 0.0 0.1 -0.629
Cl -1.020 0.797 6.509 -0.3 -0.1 0.4 0.637
H 0.876 1.557 8.533 0.0 0.0 0.0 0.069
H 1.028 0.071 9.482 0.0 0.0 0.0 0.074
H -1.293 0.278 8.786 0.0 0.1 0.0 0.075
H -0.574 -1.061 7.883 0.0 0.0 -0.1 0.071
Cl -0.183 6.971 1.402 0.0 0.0 0.0 0.533
C 1.498 6.534 0.995 0.1 0.0 0.0 -0.662
C 1.593 5.776 -0.304 0.1 0.0 -0.1 -0.662
Cl 0.880 4.150 -0.185 -0.2 0.0 0.0 0.534
H 1.900 5.951 1.820 0.0 0.0 0.0 0.068
H 2.058 7.464 0.916 0.0 0.0 0.0 0.072
H 2.641 5.642 -0.572 0.0 0.0 0.0 0.046
H 1.089 6.304 -1.111 -0.1 0.0 0.0 0.070
```
Positions in Å, forces in eV/Å.



Record 2
Formula: C22H38IrN3O2S2Si4
Source: the Open Molecules 2025 dataset
Level of theory: the ωB97M-V functional and the def2-TZVPD basis

The calculation puts the HOMO energy (alpha / beta) at -0.2599 / -0.3038 Eh. As for the total energy: -3234.59199 Ha. The calculation puts the HOMO-LUMO gap (alpha / beta) at 7.0 / 6.2 eV. As for the multiplicity: 5. As for the molar mass: 745.26 g/mol. As for the lowest unoccupied orbital energy (alpha / beta): -0.002 / -0.076 Eh.

Structure (XYZ):
```
72
Properties=species:S:1:pos:R:3:forces:R:3:lowdin_charge:R:1
Ir 0.202 -1.076 -0.304 0.0 0.1 0.0 0.649
S 2.006 -2.373 -0.835 0.0 0.1 -0.1 0.555
C 2.354 -3.207 0.678 0.0 0.0 0.0 -0.649
C 3.466 -4.039 0.741 0.0 0.0 0.0 -0.052
C 3.790 -4.707 1.915 0.0 0.0 0.0 -0.180
C 4.947 -5.557 1.950 0.0 0.0 0.1 -0.172
N 5.876 -6.233 1.978 0.0 0.0 0.0 0.176
C 2.985 -4.542 3.049 0.0 0.0 0.0 -0.180
C 1.873 -3.713 2.986 0.0 0.0 0.0 -0.053
C 1.549 -3.043 1.812 0.0 0.0 0.0 -0.659
S 0.135 -1.989 1.799 0.0 0.1 0.0 0.550
C 3.294 -5.220 4.277 0.0 0.0 0.0 -0.172
N 3.534 -5.768 5.258 0.0 0.0 0.0 0.175
H 4.090 -4.170 -0.132 0.0 0.0 0.0 0.119
H 1.254 -3.587 3.864 0.0 0.0 0.0 0.119
C -1.120 4.224 -0.153 0.0 0.0 0.0 -0.215
Si -1.243 2.429 -0.707 0.0 0.1 0.0 0.319
C -2.703 1.655 0.201 0.0 0.0 0.0 -0.215
C -1.564 2.399 -2.557 0.0 0.0 0.0 -0.217
Si 0.755 1.302 -0.227 -0.1 -0.2 0.0 0.253
Si 2.349 1.739 -1.890 0.0 0.0 0.0 0.310
C 4.033 1.163 -1.298 0.0 0.0 0.0 -0.218
C 1.909 0.867 -3.491 0.0 0.0 0.0 -0.218
C 2.412 3.594 -2.210 0.0 0.0 0.0 -0.214
Si 1.574 1.858 1.897 0.0 0.0 0.0 0.317
C 2.881 0.635 2.457 0.0 0.0 0.0 -0.205
C 2.361 3.566 1.837 0.0 0.0 0.0 -0.216
C 0.141 1.880 3.112 0.0 0.0 0.0 -0.219
H -2.018 4.781 -0.435 0.0 0.0 0.0 0.032
H -0.259 4.720 -0.606 0.0 0.0 0.0 0.022
H -1.013 4.290 0.932 0.0 0.0 0.0 0.017
H -3.644 2.108 -0.124 0.0 0.0 0.0 0.030
H -2.609 1.804 1.278 0.0 0.0 0.0 0.026
H -2.750 0.579 0.021 0.0 0.0 0.0 -0.011
H -2.520 2.877 -2.791 0.0 0.0 0.0 0.034
H -1.589 1.378 -2.941 0.0 0.0 0.0 0.005
H -0.781 2.944 -3.087 0.0 0.0 0.0 0.017
H 4.002 0.118 -0.982 0.0 0.0 0.0 0.009
H 4.376 1.766 -0.455 0.0 0.0 0.0 0.019
H 4.772 1.254 -2.098 0.0 0.0 0.0 0.033
H 1.907 -0.217 -3.367 0.0 0.0 0.0 0.013
H 2.641 1.117 -4.265 0.0 0.0 0.0 0.033
H 0.923 1.170 -3.849 0.0 0.0 0.0 0.015
H 2.618 4.147 -1.291 0.0 0.0 0.0 0.018
H 1.464 3.958 -2.613 0.0 0.0 0.0 0.015
H 3.196 3.836 -2.932 0.0 0.0 0.0 0.032
H 3.758 0.679 1.809 0.0 0.0 0.0 0.023
H 2.505 -0.390 2.450 0.0 0.0 0.0 -0.005
H 3.201 0.871 3.475 0.0 0.0 0.0 0.036
H 3.219 3.570 1.159 0.0 0.0 0.0 0.017
H 2.721 3.857 2.828 0.0 0.0 0.0 0.032
H 1.661 4.329 1.494 0.0 0.0 0.0 0.019
H -0.358 0.910 3.149 0.0 0.0 0.0 0.011
H -0.597 2.636 2.835 0.0 0.0 0.0 0.013
H 0.500 2.114 4.117 0.0 0.0 0.0 0.033
O -2.623 -0.861 -2.723 0.0 0.0 0.0 0.136
C -2.668 -1.769 -1.780 0.0 0.2 0.0 -0.488
O -1.688 -2.106 -1.140 0.0 -0.1 0.1 -0.081
C -4.038 -2.368 -1.515 0.0 -0.1 0.0 -0.218
N -5.045 -1.622 -2.287 0.0 0.0 0.0 -0.032
C -5.871 -0.885 -1.309 0.0 0.0 0.0 -0.177
C -5.867 -1.758 -0.058 0.0 0.0 0.0 -0.159
C -4.427 -2.273 -0.020 0.0 0.0 0.0 -0.108
H -3.986 -3.406 -1.848 0.0 0.0 0.0 0.166
H -5.621 -2.256 -2.823 0.0 0.0 0.0 0.125
H -3.565 -0.784 -3.031 0.0 0.0 0.0 0.121
H -6.860 -0.694 -1.721 0.0 0.0 0.0 0.119
H -5.398 0.077 -1.100 0.0 0.0 0.0 0.112
H -6.570 -2.586 -0.181 0.0 0.0 0.0 0.114
H -6.140 -1.212 0.844 0.0 0.0 0.0 0.115
H -4.319 -3.229 0.486 0.0 0.0 0.0 0.121
H -3.778 -1.561 0.492 0.0 0.0 0.0 0.109
```
Positions in Å, forces in eV/Å.



Which of these has the lowest multiplicity? C22H38Cl12IN3O



Among the records above, which one has the lowest molar mass? C22H38IrN3O2S2Si4



Number 1 is which compound? C22H38Cl12IN3O